{"formula": "C5H14", "method": "the ωB97M-V functional and the def2-TZVPD basis", "symbols": ["C", "C", "C", "H", "H", "H", "H", "H", "H", "H", "H", "C", "C", "H", "H", "H", "H", "H", "H"], "xyz": [[-0.057843, -0.867341, -1.973109], [1.310412, -0.210789, -1.683193], [-1.114134, -0.651034, -0.932196], [0.111780, -1.938328, -2.075343], [-0.348310, -0.414193, -2.929130], [1.797008, 0.218873, -2.566305], [0.999467, 0.663712, -1.087851], [-2.064931, -1.129750, -1.166847], [1.973326, -0.923613, -1.198276], [-1.287873, 0.426623, -0.795105], [-0.659778, -1.071678, -0.020888], [-0.199833, 0.420710, 2.789040], [0.067549, 1.220640, 1.534404], [-0.683137, -0.520916, 2.569224], [0.722173, 0.258130, 3.353377], [-0.887321, 1.012725, 3.413473], [1.038675, 1.713203, 1.421211], [-0.713611, 1.911508, 1.235351], [-0.040728, 0.527519, 0.592722]], "forces_ev_per_a": [[0.559, 0.140, -0.334], [-0.086, -0.345, -0.622], [0.162, 0.425, -0.237], [0.030, -0.162, 0.075], [-0.346, 0.188, 0.073], [0.072, -0.122, 0.226], [0.144, 0.228, 0.405], [-0.161, -0.092, 0.470], [0.064, 0.265, 0.163], [-0.204, -0.106, -0.363], [-0.317, -0.414, 0.187], [0.664, 0.753, -0.177], [0.183, 0.111, -0.154], [-0.234, -0.302, 0.174], [-0.224, -0.179, -0.146], [-0.023, -0.179, -0.069], [-0.141, -0.268, 0.207], [-0.326, 0.222, 0.058], [0.184, -0.163, 0.064]], "nbo_charge": [-0.367, -0.542, -0.573, 0.262, 0.279, 0.267, 0.254, 0.289, 0.248, 0.239, 0.253, -0.632, -0.508, 0.243, 0.245, 0.274, 0.246, 0.249, 0.275], "multiplicity": 2, "s2": 0.754, "total_charge": 1, "e_above_lowest_kj_mol": 39.1, "e_lumo_ev": [-2.693, -10.443]}


{"formula": "C6H11N2O2", "method": "the ωB97M-V functional and the def2-TZVPD basis", "symbols": ["C", "C", "C", "C", "C", "C", "N", "N", "O", "O", "H", "H", "H", "H", "H", "H", "H", "H", "H", "H", "H"], "xyz": [[-2.512794, 0.255145, 0.265041], [2.538135, 0.501845, -0.400916], [0.950244, -1.426524, 0.194611], [1.648635, 1.719923, -0.035173], [-0.298587, -0.621950, 0.718813], [-3.507242, 0.139600, -0.802971], [2.225749, -0.632528, 0.355417], [0.535376, 1.331788, 0.453780], [-2.581040, 0.916690, 1.232919], [-1.340012, -0.564074, -0.091269], [2.456767, 0.258794, -1.449717], [3.515551, 0.790452, 0.001413], [1.189944, -2.362553, 0.822138], [1.072742, -1.632827, -0.864421], [2.020416, 2.642328, -0.186136], [-3.178736, 0.912684, -1.504391], [-4.589635, 0.378388, -0.588886], [-3.237185, -0.757559, -1.410237], [2.365667, -0.492826, 1.306973], [-0.374804, -0.518561, 1.801222], [-0.109075, 2.051360, 0.857198]], "forces_ev_per_a": [[0.482, -0.982, -0.373], [1.210, 0.571, -0.123], [1.419, -0.292, 0.661], [-3.266, -4.938, 1.349], [1.535, -2.768, 1.016], [-0.027, -0.300, -1.993], [-3.259, 0.012, -0.140], [0.985, 3.484, -0.085], [0.800, 0.319, 1.110], [-1.704, 0.909, -0.418], [0.435, 0.230, -0.436], [0.417, 0.120, -0.983], [-0.699, 1.204, -0.927], [-1.382, -0.420, -0.235], [1.369, 3.289, -0.407], [-0.159, 0.350, -0.071], [1.446, -0.736, 0.184], [-1.067, 0.334, 0.673], [1.102, 0.089, 2.312], [-0.294, -0.151, -0.375], [0.659, -0.324, -0.739]], "nbo_charge": [0.805, -0.342, -0.317, 0.184, 0.157, -0.747, -0.097, -0.576, -0.529, -0.546, 0.259, 0.261, 0.257, 0.240, 0.207, 0.260, 0.279, 0.258, 0.385, 0.197, 0.407], "multiplicity": 3, "s2": 2.010, "total_charge": 1, "e_above_lowest_kj_mol": 148.4, "e_lumo_ev": [-3.466, -7.823]}


{"formula": "C30H78Br4Cl4N6O6", "method": "the ωB97M-V functional and the def2-TZVPD basis", "symbols": ["Br", "C", "C", "Br", "H", "H", "H", "H", "Br", "C", "C", "Br", "H", "H", "H", "H", "C", "C", "C", "O", "C", "N", "H", "H", "H", "H", "H", "H", "H", "H", "H", "H", "H", "C", "C", "C", "O", "C", "N", "H", "H", "H", "H", "H", "H", "H", "H", "H", "H", "H", "C", "C", "C", "O", "C", "N", "H", "H", "H", "H", "H", "H", "H", "H", "H", "H", "H", "C", "C", "C", "O", "C", "N", "H", "H", "H", "H", "H", "H", "H", "H", "H", "H", "H", "C", "C", "C", "O", "C", "N", "H", "H", "H", "H", "H", "H", "H", "H", "H", "H", "H", "C", "C", "C", "O", "C", "N", "H", "H", "H", "H", "H", "H", "H", "H", "H", "H", "H", "C", "Cl", "Cl", "H", "H", "C", "Cl", "Cl", "H", "H"], "xyz": [[3.592799, -2.307302, -0.082220], [3.740259, -1.123392, 1.599560], [2.930999, -1.760562, 2.749770], [3.203079, -0.469392, 4.303410], [3.544989, -0.091002, 1.309480], [4.782689, -1.157502, 1.916210], [3.282999, -2.749852, 3.042170], [1.843269, -1.803052, 2.693670], [-2.592021, -3.267092, -5.117540], [-1.548221, -2.149602, -6.393730], [-0.363701, -2.972062, -6.982930], [0.778389, -3.841882, -5.591300], [-1.253451, -1.300962, -5.776460], [-2.287041, -1.750132, -7.088470], [0.365319, -2.391682, -7.548420], [-0.824491, -3.707042, -7.642920], [1.112939, 6.883008, 4.502280], [0.602849, 5.389558, 4.414960], [-0.121831, 5.262698, 3.045670], [-1.403101, 5.898938, 3.167520], [-2.215021, 5.723528, 2.068730], [1.734169, 4.482868, 4.556030], [1.756689, 6.908658, 5.381510], [0.328079, 7.639308, 4.492260], [1.757159, 7.130418, 3.658550], [-0.106431, 5.218548, 5.224760], [-0.258631, 4.246138, 2.676890], [0.435259, 5.763718, 2.254010], [-2.206821, 4.643688, 1.920540], [-1.888661, 6.220218, 1.155000], [-3.257941, 6.002438, 2.219150], [1.859449, 4.591528, 5.552320], [1.307119, 3.568028, 4.527740], [5.098209, 0.457058, -8.074540], [5.758679, 0.550128, -6.682790], [5.097539, -0.216272, -5.531510], [3.633279, 0.101878, -5.491090], [2.948329, -0.625302, -4.461150], [7.174749, 0.245638, -6.882410], [5.682199, 1.063758, -8.766620], [4.055679, 0.772018, -8.029570], [5.161949, -0.595762, -8.349510], [5.567459, 1.593278, -6.431060], [5.635079, 0.128428, -4.648150], [5.258029, -1.292042, -5.460410], [3.515189, -0.258742, -3.605340], [3.111649, -1.697292, -4.571910], [1.909949, -0.333232, -4.304410], [7.759899, 0.485778, -6.094990], [7.503829, 0.894808, -7.582680], [-3.288581, -1.207252, 4.086640], [-2.320801, -0.878802, 5.285350], [-2.896551, -0.107712, 6.479750], [-2.071911, -0.213682, 7.716570], [-2.655451, 0.475978, 8.888120], [-1.806001, -2.193702, 5.768010], [-3.903761, -0.324502, 3.912270], [-3.866871, -2.111772, 4.275110], [-2.834141, -1.334802, 3.104140], [-1.468791, -0.354032, 4.853150], [-3.898831, -0.487712, 6.677610], [-2.947751, 0.943768, 6.197140], [-1.903231, 0.734028, 9.633550], [-3.485001, -0.067522, 9.340410], [-2.998791, 1.390798, 8.405100], [-2.375671, -2.505762, 6.541440], [-1.044301, -1.929122, 6.376210], [0.311479, -1.939592, -1.403550], [-0.987641, -1.226692, -1.269350], [-0.906101, 0.082718, -0.410540], [-0.629671, -0.400472, 0.928870], [-0.514991, 0.650368, 1.863470], [-1.519181, -0.897722, -2.598070], [0.704309, -2.321452, -0.461230], [1.045779, -1.220752, -1.767120], [0.309569, -2.784402, -2.092310], [-1.656521, -1.864372, -0.691370], [-1.849801, 0.626858, -0.448560], [-0.105601, 0.646988, -0.888970], [-1.485351, 1.083188, 2.106690], [0.172789, 1.471298, 1.660660], [-0.218371, 0.084258, 2.746440], [-2.275231, -0.231492, -2.666170], [-1.720961, -1.767142, -3.070820], [2.500169, 2.459168, -1.865830], [1.675479, 3.399028, -2.805050], [0.133029, 3.459058, -2.462140], [-0.342031, 4.662628, -3.058260], [-1.742651, 4.774478, -2.912790], [2.301139, 4.786958, -2.655170], [2.759529, 2.724988, -0.841050], [3.399349, 2.200308, -2.424910], [1.978129, 1.507918, -1.762400], [1.956159, 3.075448, -3.807350], [-0.014171, 3.459268, -1.382130], [-0.433501, 2.600038, -2.821620], [-1.866521, 4.832898, -1.831430], [-2.279031, 3.943938, -3.371700], [-2.055891, 5.633718, -3.505830], [1.969699, 5.254328, -1.823420], [1.929149, 5.467148, -3.302520], [-2.146291, -6.579772, 2.495450], [-0.618011, -6.862642, 2.540480], [0.213699, -6.133042, 1.426160], [-0.101471, -6.625942, 0.113220], [0.410959, -5.838742, -0.980470], [-0.161361, -6.431092, 3.819570], [-2.377801, -5.541412, 2.258160], [-2.687741, -7.070022, 3.304510], [-2.602041, -7.095592, 1.650280], [-0.443111, -7.935152, 2.455440], [1.287369, -6.280092, 1.543260], [0.126509, -5.047142, 1.390030], [1.429879, -5.609042, -0.668800], [-0.141531, -4.900132, -0.937230], [0.402409, -6.350342, -1.942910], [-0.063551, -5.427772, 3.757270], [0.745879, -6.851782, 3.961150], [-4.029701, -1.687672, 0.698420], [-4.421581, -2.360902, -0.952420], [-5.447501, -0.796572, 1.381470], [-3.577821, -2.498602, 1.269640], [-3.355641, -0.869572, 0.444510], [-6.147061, 1.259598, -1.283460], [-7.043571, 2.174978, -2.580570], [-4.495641, 1.694368, -1.125930], [-6.639341, 1.393338, -0.320200], [-6.394891, 0.204798, -1.402110]], "forces_ev_per_a": [[0.157, -1.003, -1.874], [-0.761, -0.653, 3.356], [0.665, 0.496, -2.900], [0.033, 1.141, 2.150], [-0.615, -0.295, 0.072], [0.038, -0.218, -0.369], [0.319, 0.293, 0.012], [0.154, 0.241, -0.470], [0.102, 0.265, -0.621], [0.625, -0.168, 1.029], [-0.792, 0.274, 0.455], [-0.723, 0.406, -0.767], [0.365, -0.202, -0.004], [0.300, -0.504, -0.398], [-0.357, 0.262, 0.105], [0.475, -0.372, 0.246], [0.170, -1.269, 0.067], [-0.493, 2.140, -1.723], [-0.475, 0.352, 0.439], [0.760, 0.766, 1.192], [-0.317, -1.270, -0.672], [-0.693, 0.273, 0.240], [-0.183, 0.544, 0.222], [-0.137, -0.266, 0.431], [0.081, -0.341, -0.149], [-0.468, 0.126, -0.144], [-0.082, -0.478, 0.346], [0.346, 0.175, 0.000], [-0.381, -0.304, -0.796], [0.372, 0.154, -0.110], [0.168, 0.288, 0.577], [1.078, -0.264, 0.369], [0.284, -0.681, -0.327], [0.126, -0.982, 1.017], [-1.128, 0.686, -0.774], [-1.300, 0.267, 0.117], [1.524, -0.295, -1.157], [2.059, 0.836, 0.651], [0.102, -0.002, 0.224], [-0.187, 0.010, -0.123], [0.127, 0.014, -0.092], [-0.157, 0.004, -0.488], [0.339, 0.376, 0.465], [-0.440, 0.392, 0.586], [-0.202, -0.284, -0.796], [-0.469, -0.690, 0.953], [-0.373, -0.074, 0.013], [0.037, -0.007, -0.685], [-0.178, -0.163, 0.567], [0.048, -0.085, -0.403], [-0.001, 1.286, 0.908], [0.427, -2.013, -0.364], [0.256, 0.432, 0.718], [-0.681, -0.264, -0.230], [0.199, 0.139, -2.579], [0.575, 0.634, 0.303], [-0.627, -0.134, 0.164], [-0.225, 0.238, 0.223], [0.857, -0.155, 0.402], [0.088, 0.138, 0.236], [-0.211, -0.001, 0.203], [-0.239, 0.268, 0.183], [0.216, -0.409, -0.320], [0.013, -0.163, -0.108], [-0.451, 0.423, 0.774], [-1.103, -0.367, -0.184], [1.045, -0.019, -0.272], [1.104, 0.228, 0.144], [-1.479, 1.154, 0.444], [0.579, -2.590, -0.234], [-0.020, 1.560, -1.753], [-0.338, -1.046, 1.130], [0.884, -0.172, 0.031], [-0.174, 0.151, 0.077], [0.270, -0.103, -0.136], [-0.341, 0.057, -0.180], [-0.387, -0.267, -0.040], [-0.160, 0.184, 0.070], [0.258, 0.532, 0.579], [-0.398, 0.209, -0.207], [0.338, -0.284, -0.424], [0.378, 0.586, 0.339], [-0.230, -0.309, 0.378], [-0.300, 0.228, -0.257], [-0.670, -0.719, -1.003], [0.709, 1.585, 2.127], [1.542, 0.327, -1.034], [-0.119, -0.720, -0.372], [0.759, 0.102, -0.266], [-0.308, -0.624, -0.201], [-0.177, 0.771, -0.214], [0.239, 0.165, 0.320], [-0.208, -0.219, -0.075], [-0.778, 0.059, -0.143], [0.125, 0.295, 0.390], [0.073, -0.234, -0.351], [-1.086, 0.246, -0.004], [-0.011, -0.470, 0.304], [-0.014, 0.360, 0.589], [0.076, -0.572, 0.875], [-0.148, -0.453, -0.923], [0.293, -1.107, -1.698], [-0.917, 0.771, -1.342], [-0.234, -0.677, -1.455], [-0.790, -0.904, -0.296], [0.342, 0.313, 2.372], [0.538, -0.111, 0.748], [0.014, 0.199, 0.830], [0.323, 0.771, 0.571], [0.279, -0.114, -0.526], [-0.059, -0.049, -0.161], [0.258, -0.323, 0.571], [-0.610, 0.357, 0.550], [0.411, 0.243, -0.654], [-0.047, 0.166, -0.716], [-0.362, -0.113, 0.334], [0.241, 0.274, 0.530], [0.320, 0.379, 0.353], [-0.238, 0.940, -1.736], [-0.121, 0.089, 0.822], [0.460, -0.972, 0.069], [-0.535, 0.375, 0.319], [0.283, -0.449, 0.461], [-2.201, -0.396, 0.416], [0.562, -0.429, 0.752], [0.734, -0.053, -0.225], [0.020, 0.946, -0.141], [0.967, -0.085, -0.843]], "mulliken_spin": [0.290, 0.223, 0.169, 0.267, -0.002, -0.004, -0.001, -0.001, 0.001, 0.000, 0.001, 0.017, 0.000, 0.001, 0.000, 0.001, 0.003, 0.034, -0.010, -0.004, -0.001, -0.014, -0.002, 0.000, 0.001, 0.006, 0.008, -0.001, 0.001, 0.000, 0.000, -0.012, 0.004, 0.000, 0.002, 0.005, 0.012, -0.005, 0.000, 0.000, 0.000, 0.000, -0.001, -0.002, 0.000, -0.017, 0.010, -0.008, 0.000, 0.000, 0.001, -0.029, 0.003, -0.006, 0.004, 0.003, 0.001, 0.000, -0.001, 0.030, 0.001, 0.005, -0.002, 0.000, 0.000, -0.001, 0.000, 0.036, 0.016, -0.007, 0.012, -0.005, 0.000, 0.002, -0.052, -0.002, 0.004, 0.001, 0.001, 0.000, 0.005, -0.001, -0.001, 0.002, 0.000, 0.000, 0.000, 0.000, 0.000, 0.000, 0.003, 0.000, -0.003, 0.000, 0.001, 0.000, 0.000, 0.000, 0.000, 0.000, 0.000, -0.001, -0.002, -0.002, -0.001, -0.021, 0.000, 0.000, 0.000, 0.000, 0.000, 0.004, 0.016, 0.024, -0.010, -0.001, 0.000, -0.001, -0.001, 0.000, 0.000, 0.000, 0.000, 0.000, 0.000, 0.000, 0.000, 0.000], "multiplicity": 2, "s2": 0.755, "total_charge": -1, "e_above_lowest_kj_mol": 10.6, "e_lumo_ev": [1.707, 1.703]}


> Which value of multiplicity does entry 2 give?

3